(1)
The following is a quantum chemistry calculation of one molecule with the formula C3H4O3S, from the OMol25 dataset.

```
11
Properties=species:S:1:pos:R:3
C 0.1854 1.2563 -0.2866
C -0.3777 0.1495 0.2009
C -0.6592 -0.5784 1.4602
O 1.9096 -0.7952 -1.8255
O 0.5355 1.4485 -1.6200
O -0.5108 -1.0101 -1.5241
S 0.5944 -0.4191 -2.3159
H 0.3890 2.0959 0.4692
H -1.1358 -1.5325 1.4063
H -1.2079 0.1922 2.0467
H 0.2775 -0.8070 1.9887
```

HOMO (spin up / spin down) ... -0.2911 / -0.3716 Ha
Gap between HOMO and LUMO (spin up / spin down) ... 8.6 / 7.3 eV
Spin multiplicity ... 3
E_tot ... -740.42088 a.u.



(2)
The following is a quantum chemistry calculation of a 14-piece molecular cluster, C43H123N15O14 overall, from the OMol25 dataset.

```
195
Properties=species:S:1:pos:R:3
C 24.2217 -21.1824 -24.4074
C 25.0614 -22.3737 -24.8355
C 25.7540 -23.0458 -23.5919
O 26.5261 -22.0449 -22.8599
C 27.1337 -22.5284 -21.7007
N 24.2487 -23.3636 -25.4540
H 23.5507 -21.5147 -23.6153
H 23.6602 -20.7099 -25.2134
H 24.9406 -20.5394 -23.8996
H 25.8191 -22.0096 -25.5293
H 26.3480 -23.9036 -23.9075
H 24.9300 -23.4160 -22.9819
H 27.8568 -21.8032 -21.3273
H 27.7748 -23.3761 -21.9423
H 26.3894 -22.8092 -20.9556
H 23.3632 -23.3783 -24.9683
H 24.6025 -24.2967 -25.2984
C 25.2566 -26.4763 -22.1313
C 24.8083 -27.2140 -23.4777
C 23.8989 -28.3902 -23.2006
O 24.4536 -29.3457 -22.3724
C 25.4573 -30.1179 -22.9816
N 24.1835 -26.3404 -24.4570
H 24.5499 -25.8864 -21.5477
H 26.1262 -25.8360 -22.2794
H 25.6332 -27.2735 -21.4903
H 25.7302 -27.6033 -23.9096
H 23.7150 -28.8197 -24.1854
H 22.9497 -28.1276 -22.7336
H 26.2947 -29.5016 -23.3085
H 25.0801 -30.6698 -23.8426
H 25.8322 -30.8202 -22.2370
H 23.7408 -26.8361 -25.2175
H 23.3089 -25.9155 -24.1838
C 22.3259 -22.7962 -20.5021
C 22.0378 -24.0157 -19.6687
C 21.4258 -25.1545 -20.5347
O 20.1453 -24.8793 -21.1346
C 19.0509 -24.6808 -20.1730
N 23.1980 -24.3337 -18.8893
H 22.7487 -22.0373 -19.8437
H 21.4480 -22.2680 -20.8742
H 22.9911 -22.9470 -21.3523
H 21.2398 -23.7838 -18.9633
H 21.5005 -26.0835 -19.9695
H 22.0931 -25.3919 -21.3632
H 18.0807 -24.9185 -20.6095
H 18.9946 -23.6818 -19.7407
H 19.2054 -25.3362 -19.3159
H 23.7670 -24.8324 -19.5582
H 23.0859 -25.0387 -18.1748
C 24.0847 -25.1260 -29.3670
C 23.6496 -23.7047 -29.4222
C 22.2699 -23.3795 -28.9199
O 21.2176 -23.5629 -29.9052
C 19.8799 -23.1387 -29.4926
N 24.6733 -23.1611 -28.5352
H 25.0906 -25.2714 -29.7607
H 23.3868 -25.8000 -29.8639
H 23.9547 -25.5189 -28.3586
H 23.7857 -23.4106 -30.4629
H 22.2055 -22.3120 -28.7096
H 22.1414 -23.7915 -27.9189
H 19.6006 -23.6444 -28.5684
H 19.1700 -23.3324 -30.2968
H 19.7943 -22.0594 -29.3663
H 24.6093 -23.4499 -27.5695
H 24.5066 -22.1679 -28.6113
C 16.8042 -18.1096 -22.1594
C 15.8009 -19.1382 -21.9261
C 14.4907 -18.6809 -21.3712
O 14.6212 -18.0283 -20.1005
C 14.5697 -18.8634 -18.9707
N 15.5429 -19.9277 -23.1490
H 17.7932 -18.4639 -22.4500
H 16.9952 -17.5233 -21.2605
H 16.4466 -17.3947 -22.9004
H 16.2918 -19.7478 -21.1675
H 13.7726 -19.4995 -21.4198
H 14.1316 -17.8519 -21.9810
H 14.8451 -18.2308 -18.1268
H 15.2069 -19.7395 -19.0912
H 13.5055 -19.0603 -18.8413
H 15.0263 -19.4440 -23.8696
H 16.3994 -20.1605 -23.6309
C 12.7477 -27.3309 -26.1463
C 13.9146 -27.4761 -25.2148
C 14.4969 -26.2068 -24.6980
O 15.8608 -26.3604 -24.2923
C 16.4374 -25.1686 -23.7319
N 13.5875 -28.3512 -24.1439
H 13.0203 -26.6175 -26.9240
H 11.8607 -26.8411 -25.7446
H 12.4203 -28.2941 -26.5377
H 14.7572 -27.9336 -25.7331
H 13.8370 -25.8576 -23.9039
H 14.4388 -25.4670 -25.4963
H 16.3038 -24.3077 -24.3870
H 17.5134 -25.2350 -23.5708
H 15.9510 -24.8419 -22.8128
H 14.3723 -28.5612 -23.5439
H 13.2130 -29.2013 -24.5405
C 16.1730 -20.6324 -30.2516
C 16.1709 -20.4792 -28.7595
C 16.6116 -21.8302 -28.0796
O 15.6811 -22.8898 -28.4117
C 14.3585 -22.6730 -28.1735
N 17.1491 -19.3800 -28.4542
H 17.2182 -20.8284 -30.4907
H 15.9678 -19.7715 -30.8878
H 15.5772 -21.5231 -30.4514
H 15.2365 -20.0739 -28.3713
H 16.5450 -21.6300 -27.0102
H 17.6176 -22.1973 -28.2828
H 13.8999 -23.5752 -28.5783
H 13.9491 -21.8649 -28.7797
H 14.1349 -22.3889 -27.1452
H 16.9151 -18.5015 -28.8943
H 17.1579 -19.0572 -27.4972
C 20.3453 -26.3675 -24.6911
C 21.0997 -25.0767 -24.9567
C 20.2458 -23.8904 -25.4643
O 19.1871 -23.6239 -24.5813
C 18.2631 -22.7593 -25.1911
N 21.7891 -24.6931 -23.7767
H 21.0628 -27.1324 -24.3937
H 19.8835 -26.6552 -25.6356
H 19.5066 -26.3088 -23.9974
H 21.8287 -25.3035 -25.7347
H 19.7495 -24.2112 -26.3802
H 20.8920 -23.0492 -25.7151
H 17.5959 -22.1928 -24.5414
H 17.5932 -23.3137 -25.8483
H 18.7516 -22.0322 -25.8399
H 21.2718 -24.9690 -22.9543
H 21.6227 -23.6969 -23.7839
C 13.8262 -28.2874 -29.7322
C 15.2080 -27.8288 -29.8548
C 15.7338 -26.9137 -28.7064
O 17.1335 -26.5584 -28.7279
C 17.6560 -26.1667 -27.4678
N 16.0807 -28.9705 -30.1021
H 13.5618 -28.7967 -30.6589
H 13.1482 -27.4343 -29.7088
H 13.6220 -28.9354 -28.8798
H 15.2465 -27.2430 -30.7731
H 15.5310 -27.4061 -27.7554
H 15.2698 -25.9274 -28.7163
H 17.5046 -25.1037 -27.2802
H 18.7335 -26.2862 -27.5810
H 17.4630 -26.8970 -26.6820
H 16.9876 -28.5531 -30.2549
H 15.9048 -29.4778 -30.9575
C 21.6579 -31.8893 -25.6832
C 21.2768 -31.2248 -24.3235
O 21.0986 -29.8414 -24.4968
H 22.7114 -31.7340 -25.9159
H 20.9549 -31.5634 -26.4499
H 21.5565 -32.9706 -25.5901
H 21.9868 -31.4829 -23.5377
H 20.4030 -31.6631 -23.8413
H 20.9045 -29.4787 -23.6294
C 24.3997 -29.3117 -26.9383
C 23.2500 -28.5852 -27.5728
O 22.6139 -27.9170 -26.4379
H 25.0499 -29.6808 -27.7315
H 24.2258 -30.1669 -26.2853
H 25.0838 -28.6730 -26.3795
H 22.6039 -29.2359 -28.1622
H 23.7066 -27.9026 -28.2896
H 22.2424 -28.6336 -25.9182
C 19.4650 -28.8328 -21.3563
O 20.4464 -29.0365 -22.0699
N 18.8420 -29.7427 -20.6022
N 18.9458 -27.6743 -21.0900
H 19.1451 -30.7045 -20.6578
H 18.0744 -29.4475 -20.0159
H 19.2823 -26.8156 -21.5017
H 18.1316 -27.5372 -20.5082
C 18.6635 -29.6489 -27.2455
O 17.9108 -30.4681 -26.6955
N 18.5026 -29.3420 -28.4531
N 19.6988 -29.0877 -26.6845
H 19.0957 -28.5938 -28.7823
H 17.5667 -29.4629 -28.8131
H 20.3500 -28.4873 -27.1698
H 19.9323 -29.4028 -25.7538
C 20.6735 -20.4390 -23.6649
O 20.9704 -20.4260 -24.8083
N 20.0617 -21.2984 -22.8778
N 21.0485 -19.4954 -22.8465
H 19.7662 -22.1913 -23.2459
H 19.8793 -21.0341 -21.9202
H 20.6833 -19.4313 -21.9070
H 21.6926 -18.8160 -23.2255
```

HOMO ... -0.3018 Ha
Gap between HOMO and LUMO ... 8.1 eV
E_tot ... -3586.58995 a.u.



(3)
The following is a quantum chemistry calculation of one molecule with the formula C4H2Br2OS, from the OMol25 dataset.

```
10
Properties=species:S:1:pos:R:3
C 1.1106 1.3674 -0.6118
C 0.3274 -1.1325 0.1850
C -1.2405 0.7158 -0.3667
C -0.9345 -0.5968 0.0612
O 2.8898 -0.4259 -0.2234
S 1.6626 0.0615 0.2573
Br -2.5610 1.8610 0.0591
Br -2.4473 -1.8779 0.0352
H 0.7573 2.2020 -0.0494
H 0.4355 -2.1746 0.6535
```

HOMO (spin up / spin down) ... -0.3326 / -0.3179 Ha
Gap between HOMO and LUMO (spin up / spin down) ... 7.4 / 6.5 eV
E_tot ... -5774.76773 a.u.



(4)
The following is a quantum chemistry calculation of a 5-piece molecular cluster, C38H30BBrCl9NO6 overall, from the OMol25 dataset.

```
86
Properties=species:S:1:pos:R:3
C 3.3273 -1.9319 0.7547
C 3.4048 -0.6730 1.7482
O 2.1397 -0.2923 2.3400
C 1.7349 1.0477 1.9650
C 0.1373 0.9511 1.6508
C 0.0289 -0.1225 0.4431
C 0.3209 0.4726 -0.9827
Cl 0.6901 2.2278 -1.2475
C 0.2964 -0.4667 -2.2024
C -0.0360 -1.9598 -1.9506
C -0.3206 -2.5522 -0.5584
B -0.6088 -4.1540 -0.4225
O 0.4719 -4.9287 0.1768
O -1.7863 -4.8245 -0.8737
C -0.2968 -1.6122 0.7046
C -0.5778 -2.1572 2.1703
C -2.1670 -2.1300 2.4881
O -2.6411 -2.0950 3.6400
Br -3.4427 -2.1846 0.9741
C 0.0047 -2.6053 -3.4018
O -0.3736 -3.7592 -3.6799
N 0.5196 -1.5479 -4.3139
C 0.5858 -0.1973 -3.7440
O 0.8417 0.9073 -4.2566
H 4.2083 -1.9314 0.0055
H 2.3743 -1.9904 0.1326
H 3.4374 -2.9152 1.3504
H 4.0842 -1.0012 2.6250
H 3.9634 0.1797 1.2300
H 2.2031 1.3798 0.9604
H 1.9875 1.8525 2.7314
H -0.2851 1.9604 1.3013
H -0.4037 0.5609 2.5892
H 1.2718 -4.3506 0.0922
H -1.7721 -5.6889 -0.3889
H -0.2641 -3.2559 2.3197
H -0.0477 -1.5169 2.9598
H 1.4796 -1.7440 -4.6665
Cl 0.1602 5.5880 -0.9515
C 1.7002 6.0499 -1.5924
C 2.4638 5.0701 -2.2246
C 3.7057 5.3881 -2.7629
C 4.1896 6.6881 -2.6724
C 3.4329 7.6681 -2.0400
C 2.1885 7.3536 -1.4974
Cl 1.3064 8.6197 -0.7217
H 2.0940 4.0545 -2.3013
H 4.2959 4.6213 -3.2537
H 5.1569 6.9388 -3.0946
H 3.8180 8.6797 -1.9719
Cl -2.2666 8.3006 -1.2608
C -2.7553 7.8462 -2.8554
C -2.3444 6.6049 -3.3369
C -2.7168 6.1898 -4.6110
C -3.5028 7.0145 -5.4084
C -3.9120 8.2553 -4.9323
C -3.5390 8.6752 -3.6571
Cl -4.0760 10.2301 -3.1294
H -1.7331 5.9560 -2.7213
H -2.3940 5.2225 -4.9816
H -3.7970 6.6912 -6.4013
H -4.5233 8.8940 -5.5605
Cl -8.2420 -3.7961 8.8383
C -7.1787 -3.4159 7.5305
C -7.7463 -3.1338 6.2897
C -6.9360 -2.8152 5.2053
C -5.5541 -2.7765 5.3583
C -4.9844 -3.0608 6.5945
C -5.7934 -3.3824 7.6826
Cl -5.0214 -3.7308 9.1886
H -8.8232 -3.1607 6.1632
H -7.3824 -2.5966 4.2409
H -4.9201 -2.5251 4.5146
H -3.9059 -3.0304 6.7056
Cl 6.1776 -5.6218 1.7457
C 5.2819 -6.0310 0.3262
C 4.1347 -6.8070 0.4801
C 3.3734 -7.1587 -0.6292
C 3.7561 -6.7346 -1.8973
C 4.9025 -5.9629 -2.0548
C 5.6687 -5.6103 -0.9455
Cl 7.0836 -4.6552 -1.2111
H 3.8289 -7.1401 1.4660
H 2.4811 -7.7629 -0.5047
H 3.1616 -7.0050 -2.7636
H 5.1958 -5.6374 -3.0470
```

HOMO ... -0.3337 Ha
Gap between HOMO and LUMO ... 7.6 eV
E_tot ... -8712.77738 a.u.
Structure (SMILES) ... CCOCCc1c(Cl)c2c(c(B(O)O)c1CC(=O)Br)C(=O)NC2=O.Clc1ccccc1Cl.Clc1ccccc1Cl.Clc1ccccc1Cl.Clc1ccccc1Cl



(5)
The following is a quantum chemistry calculation of C44H38BrF5ILaN9O7S2 as an isolated structure, from the OMol25 dataset.

```
108
Properties=species:S:1:pos:R:3
La 13.6551 10.0380 16.0113
N 16.8496 6.7406 15.0831
C 16.0836 7.8467 14.8737
O 15.5015 8.1852 15.8930
C 15.8588 8.4522 13.5182
C 14.5138 9.2646 13.6363
H 16.9441 6.4787 16.0960
H 17.4381 6.1984 14.4953
H 15.9767 7.7024 12.6827
H 16.7062 9.2198 13.3757
H 13.7181 8.5517 13.4341
H 14.5395 10.0073 12.8507
N 11.2626 8.7041 15.7086
C 9.8564 9.1636 15.6290
C 9.5313 9.9994 16.8901
C 10.1005 11.3950 16.8940
N 11.5842 11.3489 17.3641
H 11.5811 8.2400 14.8907
H 11.4163 8.1461 16.6401
H 9.2376 8.2647 15.5445
H 9.7165 9.7474 14.7226
H 9.9120 9.4093 17.7516
H 8.4361 10.0503 17.0008
H 9.5417 12.1652 17.4806
H 10.2065 11.7896 15.8564
H 11.5993 11.2274 18.3953
H 11.9555 12.2622 17.2212
N 11.5915 9.1631 26.4695
C 11.9168 8.7886 25.4143
C 12.3856 8.3927 24.0729
C 13.2709 9.2612 23.4183
C 13.6327 8.9681 22.1286
C 13.0275 7.9059 21.4331
C 12.2027 7.0251 22.1136
C 11.8502 7.2924 23.4163
N 13.3828 7.7048 20.0621
C 14.1876 6.6361 19.6108
C 14.0433 6.6624 18.2554
N 13.1535 7.6583 17.8557
C 12.8260 8.3189 18.9922
H 13.6470 10.1048 23.9302
H 14.3544 9.5761 21.6058
H 11.6269 6.2892 21.5636
H 11.1662 6.6241 23.9078
H 14.7320 6.0221 20.3030
H 14.6350 6.1155 17.5736
H 12.2698 9.1913 19.0866
O 15.5713 16.1753 10.7275
C 14.8668 15.1875 10.0526
O 14.8518 15.2171 8.8475
C 14.0840 14.3111 11.0244
C 12.9356 13.6402 10.6553
C 12.3471 12.6978 11.4953
C 12.8811 12.3450 12.7553
S 12.0437 11.2102 13.7834
C 14.1362 13.0196 13.0996
C 14.6330 13.9676 12.2696
H 15.5012 16.1262 11.6969
H 12.5994 13.8646 9.6684
H 11.4045 12.1945 11.2298
H 14.6360 12.7449 14.0245
H 15.6192 14.3253 12.5907
F 18.5631 14.7532 19.3588
C 17.6238 14.1964 18.5958
C 16.3457 14.7088 18.5440
F 16.0557 15.8922 19.0879
C 15.3513 14.0409 17.8207
F 14.1942 14.6892 17.8351
C 15.5733 12.8435 17.1577
O 14.6164 12.2577 16.5314
C 16.8869 12.3590 17.2053
F 17.0780 11.1179 16.6301
C 17.8303 12.9642 17.9222
F 19.1061 12.4178 17.9772
Br 8.8817 6.5331 13.6658
C 10.2351 7.3737 12.5648
C 9.8182 8.4611 11.7950
C 10.6562 9.0269 10.8682
C 11.9409 8.4716 10.6513
C 12.3628 7.4550 11.3958
C 11.5433 6.8637 12.3865
I 12.2990 5.5127 13.6952
H 8.8600 8.9129 11.9423
H 10.3240 9.8880 10.3476
H 12.5121 9.0242 9.9646
H 13.3497 7.0438 11.2831
O 15.8533 11.6112 26.9066
S 15.3538 11.8150 25.5595
O 14.0319 11.2244 25.3202
O 15.4398 13.1815 25.1669
C 16.5731 11.0266 24.4139
N 17.8307 10.8092 24.8905
C 18.7350 10.4877 23.9969
C 18.4373 10.4076 22.6242
C 17.1419 10.6926 22.2099
N 16.1699 10.9335 23.1584
C 16.5198 10.5669 20.8447
C 15.4325 11.4172 20.5787
C 14.6918 11.3070 19.4904
N 14.9455 10.3778 18.5284
C 16.0072 9.6133 18.7236
C 16.8068 9.5894 19.8850
H 19.7347 10.3471 24.3077
H 19.2123 10.1685 21.9193
H 15.1299 12.1092 21.3640
H 13.8475 11.9744 19.3472
H 16.2752 9.0087 17.8629
H 17.6359 8.8981 19.9553
```

HOMO ... -0.2010 Ha
Total charge ... -1
Gap between HOMO and LUMO ... 6.6 eV
E_tot ... -6918.13554 a.u.